Density functional theory data (the ωB97M-V functional and the def2-TZVPD basis) for a structure of composition Cu2I in a non-equilibrium geometry.

XYZ file:
```
3
Cu2I (the ωB97M-V functional and the def2-TZVPD basis)
Cu -0.1887 -0.8998 1.5875
Cu 1.3626 0.1156 -1.2743
I -1.1738 0.7842 -0.3132
```

Values from the calculation:
total energy	-3578.3597	hartree
energy relative to the best compared isomer or geometry (same formula, charge and spin)	0.0	kJ/mol
largest force on an atom	2.272	eV/Å
HOMO-LUMO gap	7.8	eV
charge	+1
HOMO energy	-13.9	eV
E_LUMO	-6.06	eV

---

Density functional theory data (the ωB97M-V functional and the def2-TZVPD basis) for a structure of composition Cu3I in a non-equilibrium geometry.

XYZ file:
```
4
Cu3I (the ωB97M-V functional and the def2-TZVPD basis)
Cu 0.4170 1.6978 1.1093
Cu 1.8581 -1.0964 -0.4724
Cu -2.1734 -0.4671 -0.6201
I -0.1016 -0.1343 -0.0168
```

Values from the calculation:
total energy	-5215.5484	hartree
2S+1	4
largest force on an atom	8.288	eV/Å
HOMO-LUMO gap (spin up / spin down)	13.1 / 5.5	eV
charge	+5
HOMO energy (spin up / spin down)	-39.7 / -37.5	eV
E_LUMO (spin up / spin down)	-26.57 / -32.03	eV

---

Copy entry 2 word for word.
Density functional theory data (the ωB97M-V functional and the def2-TZVPD basis) for a structure of composition Cu3I in a non-equilibrium geometry.

XYZ file:
```
4
Cu3I (the ωB97M-V functional and the def2-TZVPD basis)
Cu 0.4170 1.6978 1.1093
Cu 1.8581 -1.0964 -0.4724
Cu -2.1734 -0.4671 -0.6201
I -0.1016 -0.1343 -0.0168
```

Values from the calculation:
total energy	-5215.5484	hartree
2S+1	4
largest force on an atom	8.288	eV/Å
HOMO-LUMO gap (spin up / spin down)	13.1 / 5.5	eV
charge	+5
HOMO energy (spin up / spin down)	-39.7 / -37.5	eV
E_LUMO (spin up / spin down)	-26.57 / -32.03	eV